[1]
ORCA calculation (ωB97M-V/def2-TZVPD) on C26H42N5O4PS2SiSr as an isolated structure.

Last column: Löwdin charge in e.
Atoms and positions in Å:
Sr1 -0.032 -1.352 0.286  1.35
C1 3.327 -0.080 5.197  -0.19
Si1 3.732 -1.840 4.718  0.49
C2 5.514 -2.156 5.207  -0.19
C3 2.674 -3.076 5.630  -0.19
C4 3.635 -2.080 2.844  -0.25
C5 4.768 -2.428 2.129  -0.08
C6 4.732 -2.615 0.747  -0.07
C7 3.529 -2.436 0.116  -0.16
N1 2.405 -2.097 0.764  -0.12
C8 2.433 -1.921 2.106  -0.78
S1 0.943 -1.500 2.923  0.45
H1 3.614 0.094 6.237  0.03
H2 2.264 0.131 5.087  0.00
H3 3.884 0.625 4.575  0.03
H4 5.611 -2.024 6.288  0.03
H5 6.208 -1.459 4.731  0.03
H6 5.834 -3.174 4.974  0.03
H7 2.924 -3.058 6.694  0.03
H8 2.860 -4.087 5.261  0.04
H9 1.612 -2.863 5.517  0.01
H10 5.708 -2.564 2.651  0.09
H11 5.612 -2.894 0.185  0.10
H12 3.436 -2.573 -0.956  0.11
O1 0.210 0.967 -0.430  -0.44
P1 -0.736 1.957 -1.039  0.52
N2 -0.107 3.454 -1.261  -0.19
C9 -0.455 4.680 -0.543  -0.19
C10 0.104 5.758 -1.462  -0.16
C11 1.418 5.147 -1.959  -0.15
C12 1.167 3.626 -1.981  -0.16
N3 -2.086 2.126 -0.123  -0.20
C13 -2.012 2.280 1.340  -0.18
C14 -3.477 2.205 1.749  -0.16
C15 -4.191 2.938 0.613  -0.15
C16 -3.390 2.572 -0.644  -0.19
N4 -1.169 1.409 -2.536  -0.17
C17 -0.338 0.375 -3.205  -0.20
C18 -0.813 0.416 -4.653  -0.15
C19 -1.157 1.888 -4.857  -0.16
C20 -1.841 2.253 -3.543  -0.20
H13 0.028 4.727 0.440  0.12
H14 -1.533 4.753 -0.399  0.11
H15 0.244 6.709 -0.952  0.11
H16 -0.583 5.916 -2.296  0.11
H17 2.231 5.382 -1.273  0.11
H18 1.699 5.523 -2.941  0.11
H19 1.973 3.081 -1.485  0.12
H20 1.075 3.237 -2.998  0.10
H21 -1.583 3.246 1.629  0.11
H22 -1.395 1.497 1.780  0.11
H23 -3.657 2.654 2.724  0.12
H24 -3.801 1.163 1.795  0.10
H25 -4.147 4.015 0.783  0.11
H26 -5.239 2.661 0.520  0.11
H27 -3.294 3.430 -1.315  0.10
H28 -3.864 1.768 -1.213  0.11
H29 -0.484 -0.608 -2.764  0.07
H30 0.725 0.617 -3.132  0.12
H31 -1.706 -0.202 -4.772  0.12
H32 -0.054 0.048 -5.341  0.12
H33 -1.793 2.071 -5.721  0.12
H34 -0.241 2.471 -4.977  0.11
H35 -2.907 2.014 -3.586  0.11
H36 -1.739 3.310 -3.290  0.11
N5 -2.750 -1.245 0.244  0.01
C21 -2.626 -2.495 -0.424  -0.42
C22 -2.827 -3.703 0.226  -0.03
C23 -2.513 -4.889 -0.433  -0.02
C24 -2.007 -4.868 -1.725  -0.24
C25 -1.841 -3.657 -2.382  -0.04
C26 -2.141 -2.470 -1.730  -0.10
S2 -1.528 -6.377 -2.582  0.39
O2 -1.953 -7.431 -1.683  -0.35
O3 -2.253 -6.289 -3.835  -0.35
O4 -0.089 -6.207 -2.706  -0.35
H37 -3.269 -1.239 1.113  0.09
H38 -3.121 -0.486 -0.316  0.08
H39 -3.203 -3.718 1.243  0.12
H40 -2.647 -5.850 0.046  0.12
H41 -1.478 -3.663 -3.402  0.13
H42 -2.064 -1.519 -2.245  0.09

Summary:
Orbital gap   0.2713 Eh



[2]
ORCA calculation (ωB97M-V/def2-TZVPD) on a 6-piece molecular cluster, C5H23N10O6 overall at a distorted geometry.

Last column: natural (NBO) charge in e.
Atoms and positions in Å:
O1 -11.646 1.949 -12.849  -0.78
H1 -12.228 2.426 -13.445  0.54
H2 -11.019 2.612 -12.551  0.55
H3 -11.241 1.192 -13.278  0.56
C1 -9.131 -0.502 -13.955  0.77
O2 -9.905 -0.004 -13.140  -0.74
N1 -8.638 -1.637 -13.774  -0.77
N2 -8.872 -0.043 -15.173  -0.81
H4 -8.492 -1.809 -12.790  0.42
H5 -7.859 -1.833 -14.386  0.38
H6 -8.358 -0.790 -15.619  0.38
H7 -9.227 0.727 -15.722  0.42
C2 -13.952 1.790 -15.676  0.74
O3 -12.833 1.546 -15.195  -0.38
N3 -14.490 2.959 -15.789  -0.74
N4 -14.698 0.904 -16.299  -0.69
H8 -14.046 3.748 -15.341  0.42
H9 -15.476 3.106 -15.955  0.42
H10 -14.326 -0.017 -16.485  0.44
H11 -15.678 1.134 -16.230  0.42
C3 -9.621 4.489 -11.422  0.80
O4 -9.909 3.394 -11.838  -0.72
N5 -10.094 5.046 -10.295  -0.83
N6 -8.681 5.216 -11.971  -0.81
H12 -10.891 4.564 -9.905  0.41
H13 -9.859 5.935 -9.878  0.41
H14 -8.210 4.989 -12.835  0.41
H15 -8.296 5.932 -11.372  0.40
C4 -14.893 3.747 -11.408  0.75
O5 -14.151 3.011 -11.970  -0.51
N7 -14.755 5.032 -11.352  -0.79
N8 -15.969 3.498 -10.668  -0.80
H16 -15.377 5.510 -10.717  0.41
H17 -14.060 5.388 -11.994  0.41
H18 -16.103 2.578 -10.273  0.42
H19 -16.424 4.266 -10.195  0.39
C5 -12.202 5.586 -14.738  0.76
O6 -12.367 4.644 -13.961  -0.73
N9 -13.166 6.386 -15.041  -0.80
N10 -10.980 5.997 -15.003  -0.79
H20 -12.991 7.377 -15.118  0.42
H21 -14.033 6.112 -14.602  0.40
H22 -10.308 5.300 -14.714  0.42
H23 -10.794 6.765 -15.632  0.42

Summary:
Net charge   +2
Spin multiplicity   2
Orbital gap (alpha / beta)   0.3758 / 0.1250 Eh
Expectation value of S²   0.76



[3]
ORCA calculation (ωB97M-V/def2-TZVPD) on one molecule with the formula C6H6N2OS at a distorted geometry.

Last column: natural (NBO) charge in e.
Atoms and positions in Å:
C1 2.278 -1.870 -0.057  0.13
C2 1.115 -0.994 0.120  -0.21
C3 1.536 0.276 0.232  -0.15
C4 -0.398 2.052 -0.072  -0.38
C5 -0.240 -1.516 0.152  0.11
C6 0.696 1.730 0.578  -0.18
N1 3.431 -1.342 -0.057  -0.60
N2 -0.424 -2.763 0.111  -0.59
O1 3.924 1.118 -0.709  -0.93
S1 3.361 0.314 0.360  1.41
H1 2.148 -2.934 -0.189  0.22
H2 -0.906 2.982 0.127  0.21
H3 -0.827 1.426 -0.836  0.20
H4 -1.030 -0.759 0.221  0.17
H5 1.207 2.316 1.318  0.22
H6 -1.395 -3.065 0.143  0.35

Summary:
Orbital gap   0.3208 Eh



[4]
ORCA calculation (ωB97M-V/def2-TZVPD) on a 3-piece molecular cluster, C5H16N2O overall at a distorted geometry.

Last column: natural (NBO) charge in e.
Atoms and positions in Å:
C1 2.206 -0.471 -1.149  -0.57
C2 0.958 -0.216 -0.273  -0.13
C3 0.514 1.283 -0.275  -0.40
C4 -0.947 1.373 0.133  -0.41
C5 -1.821 0.989 -1.032  -0.29
N1 -1.674 -0.409 -1.260  -0.57
N2 1.047 -0.699 1.025  -0.52
H1 2.111 -0.192 -2.197  0.22
H2 2.504 -1.513 -1.011  0.23
H3 3.005 0.090 -0.662  0.21
H4 0.095 -0.802 -0.690  0.28
H5 0.709 1.716 -1.258  0.21
H6 1.105 1.838 0.461  0.22
H7 -1.187 0.673 0.940  0.23
H8 -1.157 2.366 0.537  0.21
H9 -1.517 1.570 -1.918  0.18
H10 -2.866 1.274 -0.801  0.25
H11 -1.894 -0.567 -2.243  0.34
H12 0.389 -1.328 3.449  -0.01
H13 1.728 -0.144 1.571  0.32
H14 0.884 -1.864 3.588  0.01
H15 -0.807 -1.541 1.544  0.48
H16 -1.705 -1.578 0.291  0.49
O1 -1.679 -1.847 1.234  -0.98

Summary:
Orbital gap   0.1692 Eh



[5]
ORCA calculation (ωB97M-V/def2-TZVPD) on a 10-piece molecular cluster, C43H79O30P5 overall at a distorted geometry.

Last column: Löwdin charge in e.
Atoms and positions in Å:
C1 -15.182 -9.434 27.546  -0.09
O1 -14.393 -10.624 27.419  -0.20
P1 -15.035 -11.958 26.756  0.47
O2 -16.002 -11.636 25.654  -0.23
O3 -13.817 -12.839 26.242  -0.18
C2 -13.156 -12.311 25.123  -0.12
O4 -15.517 -12.790 28.024  -0.19
C3 -16.786 -13.369 28.049  -0.10
H1 -14.884 -8.697 26.803  0.08
H2 -15.239 -8.997 28.543  0.10
H3 -16.254 -9.577 27.379  0.07
H4 -13.891 -12.118 24.339  0.10
H5 -12.329 -12.865 24.677  0.07
H6 -12.590 -11.393 25.312  0.07
H7 -16.976 -13.900 27.116  0.07
H8 -17.485 -12.643 28.470  0.08
H9 -16.854 -14.125 28.843  0.08
C4 -11.617 -16.469 27.564  -0.10
O5 -10.355 -16.520 26.858  -0.20
P2 -10.156 -15.492 25.641  0.37
O6 -8.979 -15.830 24.813  -0.23
O7 -9.962 -14.026 26.283  -0.24
C5 -8.912 -13.925 27.273  -0.09
O8 -11.590 -15.499 24.996  -0.22
C6 -11.760 -15.229 23.590  -0.06
H10 -12.470 -16.765 26.964  0.08
H11 -11.823 -15.570 28.155  0.09
H12 -11.584 -17.100 28.457  0.09
H13 -9.270 -13.405 28.160  0.09
H14 -8.108 -13.376 26.788  0.09
H15 -8.524 -14.877 27.635  0.09
H16 -11.861 -16.224 23.167  0.10
H17 -11.003 -14.572 23.165  0.07
H18 -12.639 -14.619 23.378  0.08
C7 -12.919 -3.201 28.044  -0.10
O9 -14.231 -3.217 27.490  -0.21
P3 -14.387 -3.666 25.963  0.39
O10 -13.766 -2.771 24.961  -0.23
O11 -15.994 -3.797 25.825  -0.23
C8 -16.774 -2.625 25.829  -0.11
O12 -13.997 -5.199 25.890  -0.20
C9 -14.307 -5.995 24.749  -0.10
H19 -12.108 -3.314 27.324  0.09
H20 -12.899 -4.000 28.786  0.09
H21 -12.656 -2.281 28.567  0.09
H22 -17.347 -2.574 26.767  0.08
H23 -17.567 -2.505 25.093  0.09
H24 -16.048 -1.815 25.951  0.08
H25 -14.294 -7.027 25.100  0.05
H26 -13.646 -6.062 23.885  0.08
H27 -15.321 -5.792 24.408  0.09
C10 -20.562 -13.884 29.182  -0.08
O13 -19.823 -12.659 29.133  -0.21
P4 -20.384 -11.382 28.379  0.43
O14 -19.457 -10.242 28.370  -0.20
O15 -20.901 -11.888 26.970  -0.22
C11 -20.238 -11.650 25.719  -0.06
O16 -21.760 -11.139 29.164  -0.18
C12 -22.989 -11.640 28.690  -0.12
H28 -21.327 -13.972 29.948  0.09
H29 -19.815 -14.676 29.271  0.08
H30 -20.961 -14.237 28.227  0.09
H31 -20.860 -11.151 24.972  0.10
H32 -19.738 -12.496 25.262  0.06
H33 -19.544 -10.821 25.884  0.08
H34 -23.759 -10.882 28.858  0.09
H35 -23.308 -12.520 29.253  0.09
H36 -23.112 -11.847 27.630  0.09
C13 -10.190 -12.483 21.541  -0.10
O17 -11.117 -11.648 22.231  -0.23
P5 -10.788 -10.093 22.381  0.38
O18 -10.747 -9.341 21.106  -0.23
O19 -12.017 -9.742 23.345  -0.25
C14 -12.195 -8.459 23.997  -0.05
O20 -9.505 -10.039 23.311  -0.21
C15 -9.500 -10.790 24.534  -0.08
H37 -10.817 -13.299 21.170  0.09
H38 -9.513 -12.945 22.260  0.08
H39 -9.743 -12.058 20.643  0.10
H40 -12.675 -8.555 24.967  0.08
H41 -12.782 -7.882 23.288  0.08
H42 -11.154 -8.149 24.106  0.09
H43 -9.253 -11.816 24.270  0.08
H44 -10.357 -10.582 25.173  0.08
H45 -8.670 -10.452 25.158  0.09
O21 -18.209 -8.038 27.689  0.00
C16 -18.205 -6.935 28.498  -0.31
C17 -19.286 -6.877 29.416  0.00
C18 -19.302 -5.864 30.355  -0.02
C19 -18.304 -4.912 30.294  -0.36
O22 -18.521 -3.872 31.169  0.02
C20 -17.281 -4.915 29.397  -0.02
C21 -17.150 -6.068 28.582  -0.01
H46 -18.786 -8.787 27.942  0.02
H47 -20.011 -7.678 29.464  0.11
H48 -20.124 -5.793 31.052  0.12
H49 -17.665 -3.463 31.341  0.10
H50 -16.522 -4.148 29.324  0.11
H51 -16.233 -6.209 28.024  0.11
O23 -22.460 -19.153 25.814  0.05
C22 -21.587 -18.117 25.809  -0.34
C23 -20.778 -18.017 26.904  -0.01
C24 -19.808 -17.004 26.968  -0.01
C25 -19.905 -15.945 26.089  -0.33
O24 -18.953 -14.949 26.130  0.00
C26 -20.884 -15.943 25.085  -0.01
C27 -21.679 -17.071 24.857  0.00
H52 -22.900 -19.346 24.983  0.11
H53 -20.706 -18.827 27.617  0.12
H54 -19.094 -16.855 27.768  0.12
H55 -18.688 -14.631 25.259  0.04
H56 -20.859 -15.122 24.381  0.10
H57 -22.551 -17.049 24.218  0.11
O25 -16.130 -8.918 24.594  0.00
C28 -16.685 -9.358 23.406  -0.30
C29 -17.614 -10.388 23.437  0.00
C30 -18.273 -10.596 22.223  -0.01
C31 -17.902 -9.917 21.078  -0.32
O26 -18.509 -10.292 19.897  0.02
C32 -16.901 -8.934 21.108  -0.01
C33 -16.348 -8.569 22.338  -0.01
H58 -16.245 -9.532 25.327  0.04
H59 -17.843 -10.881 24.366  0.08
H60 -19.036 -11.355 22.346  0.10
H61 -17.910 -10.264 19.148  0.10
H62 -16.655 -8.370 20.218  0.11
H63 -15.619 -7.774 22.323  0.11
O27 -14.837 -17.362 22.512  0.03
C34 -15.749 -16.340 22.513  -0.33
C35 -15.709 -15.466 23.580  -0.01
C36 -16.755 -14.619 23.857  0.00
C37 -17.799 -14.544 22.921  -0.30
O28 -18.897 -13.800 23.294  0.00
C38 -17.793 -15.309 21.775  0.00
C39 -16.755 -16.226 21.572  0.00
H64 -14.882 -17.927 23.285  0.11
H65 -14.966 -15.570 24.363  0.12
H66 -16.962 -14.110 24.788  0.09
H67 -19.580 -13.676 22.629  0.11
H68 -18.571 -15.231 21.027  0.12
H69 -16.745 -16.896 20.723  0.12
C40 -16.970 -16.683 33.992  -0.12
O29 -16.463 -16.528 32.690  -0.18
C41 -16.803 -15.335 31.979  -0.19
C42 -15.928 -14.127 32.222  -0.21
O30 -15.742 -13.734 33.569  -0.18
C43 -14.800 -12.710 33.740  -0.13
H70 -16.566 -17.659 34.263  0.09
H71 -18.064 -16.634 33.952  0.09
H72 -16.666 -15.983 34.777  0.08
H73 -17.874 -15.112 31.985  0.12
H74 -16.636 -15.655 30.948  0.12
H75 -16.371 -13.362 31.569  0.12
H76 -14.884 -14.197 31.896  0.12
H77 -14.609 -12.491 34.786  0.09
H78 -14.951 -11.824 33.115  0.09
H79 -13.788 -12.962 33.381  0.08

Summary:
SMILES string   COP(=O)(OC)OC.COP(=O)(OC)OC.COP(=O)(OC)OC.COP(=O)(OC)OC.COP(=O)(OC)OC.Oc1ccc(O)cc1.Oc1ccc(O)cc1.Oc1ccc(O)cc1.Oc1ccc(O)cc1.COCCOC
Orbital gap   0.2840 Eh



[6]
ORCA calculation (ωB97M-V/def2-TZVPD) on a 6-piece molecular cluster, C41H53B2ClF5NO6P overall at a distorted geometry.

Last column: Löwdin charge in e.
Atoms and positions in Å:
C1 2.982 -3.826 0.471  -0.09
C2 1.481 -3.933 -0.120  -0.25
O1 1.186 -2.930 -1.121  -0.05
B1 -0.216 -2.947 -1.516  -0.54
O2 -0.942 -4.159 -1.110  0.01
P1 -1.119 -1.481 -2.458  0.34
Cl1 -2.070 0.104 -3.609  0.24
C3 0.228 -0.186 -1.928  -0.33
C4 1.473 -0.287 -2.965  -0.21
N1 2.642 0.564 -2.640  -0.14
C5 3.793 -0.106 -2.019  -0.22
C6 3.658 -0.515 -0.484  -0.11
C7 2.344 1.890 -2.142  -0.38
C8 1.998 2.313 -0.647  -0.02
O3 2.312 2.827 -2.989  0.02
C9 -2.189 -1.198 -0.904  -0.27
C10 -2.203 0.258 -0.258  -0.39
C11 -1.233 0.376 1.052  -0.06
O4 -3.567 0.453 0.294  -0.13
B2 -2.372 -2.709 -3.288  -0.67
O5 -1.808 -3.867 -3.977  0.02
O6 -3.791 -2.593 -3.353  0.02
H1 3.736 -3.701 -0.386  0.08
H2 3.160 -4.810 1.035  0.08
H3 3.026 -2.919 1.166  0.06
H4 0.785 -3.759 0.767  0.13
H5 1.402 -5.008 -0.524  0.12
H6 -0.585 -4.920 -1.614  0.10
H7 -0.265 -1.722 -3.638  -0.01
H8 -0.191 0.865 -2.106  0.05
H9 0.623 -0.353 -0.878  0.06
H10 1.822 -1.353 -3.132  0.11
H11 1.044 0.087 -3.965  0.12
H12 4.014 -1.075 -2.599  0.12
H13 4.716 0.553 -2.194  0.12
H14 2.625 -0.840 -0.155  0.06
H15 3.990 0.366 0.177  0.07
H16 4.408 -1.355 -0.256  0.07
H17 1.853 1.418 0.056  0.04
H18 1.069 2.967 -0.655  0.09
H19 2.875 2.917 -0.215  0.09
H20 -3.290 -1.521 -1.003  0.10
H21 -1.772 -1.900 -0.085  0.09
H22 -2.055 1.128 -0.961  0.11
H23 -0.259 0.925 0.781  0.05
H24 -1.745 0.874 1.933  0.06
H25 -0.884 -0.665 1.400  0.09
H26 -3.633 -0.161 1.060  0.08
H27 -0.983 -3.610 -4.433  0.07
H28 -4.128 -1.736 -3.032  0.07
F1 5.358 8.563 -1.197  0.05
C12 4.809 7.734 -2.104  -0.30
C13 4.713 6.381 -1.818  -0.02
C14 4.140 5.525 -2.753  -0.07
C15 3.680 6.029 -3.966  -0.08
C16 3.787 7.389 -4.243  -0.09
C17 4.349 8.248 -3.305  -0.03
H29 5.084 6.006 -0.872  0.11
H30 4.052 4.466 -2.538  0.09
H31 3.238 5.360 -4.695  0.11
H32 3.431 7.780 -5.190  0.10
H33 4.432 9.311 -3.500  0.11
F2 -3.174 1.642 4.374  0.06
C18 -3.919 2.623 3.839  -0.29
C19 -5.225 2.797 4.269  -0.02
C20 -5.994 3.816 3.718  -0.09
C21 -5.452 4.643 2.737  -0.10
C22 -4.141 4.455 2.311  -0.08
C23 -3.369 3.443 2.868  -0.02
H34 -5.632 2.138 5.028  0.11
H35 -7.015 3.966 4.052  0.10
H36 -6.055 5.435 2.305  0.10
H37 -3.721 5.096 1.544  0.11
H38 -2.344 3.289 2.553  0.11
F3 1.850 0.351 2.449  0.06
C24 1.509 0.824 3.657  -0.28
C25 0.868 2.049 3.754  -0.02
C26 0.511 2.537 5.006  -0.08
C27 0.808 1.799 6.149  -0.10
C28 1.457 0.573 6.040  -0.08
C29 1.804 0.079 4.787  -0.01
H39 0.651 2.614 2.854  0.11
H40 0.002 3.491 5.092  0.10
H41 0.533 2.183 7.126  0.10
H42 1.692 0.001 6.931  0.10
H43 2.302 -0.877 4.683  0.09
F4 3.144 -2.693 4.275  0.05
C30 4.090 -3.588 4.602  -0.28
C31 3.760 -4.661 5.414  -0.02
C32 4.739 -5.590 5.748  -0.09
C33 6.038 -5.430 5.275  -0.10
C34 6.359 -4.346 4.464  -0.08
C35 5.378 -3.422 4.120  -0.01
H44 2.745 -4.764 5.779  0.12
H45 4.490 -6.438 6.376  0.10
H46 6.802 -6.154 5.539  0.10
H47 7.372 -4.220 4.099  0.10
H48 5.607 -2.576 3.483  0.12
F5 -10.360 -3.002 -5.990  0.04
C36 -9.079 -3.027 -5.575  -0.30
C37 -8.062 -3.100 -6.514  -0.03
C38 -6.738 -3.120 -6.085  -0.07
C39 -6.447 -3.078 -4.724  -0.07
C40 -7.478 -3.010 -3.792  -0.07
C41 -8.802 -2.978 -4.219  -0.03
H49 -8.308 -3.140 -7.569  0.11
H50 -5.934 -3.169 -6.811  0.11
H51 -5.413 -3.098 -4.391  0.08
H52 -7.250 -2.981 -2.732  0.11
H53 -9.616 -2.916 -3.507  0.11

Summary:
Net charge   -1
Orbital gap   0.2317 Eh